Entry 1:
12
Properties=species:S:1:pos:R:3 method="wB97M-V/def2-TZVPD" homo_lumo_gap_ev=7.8 smiles="C#CC(=S)S/C=N/N"
C -0.520 -0.731 0.241
C 2.206 -0.511 -0.091
C 1.837 0.863 -0.099
C 1.537 2.033 -0.105
H -3.476 -0.825 -0.570
H -2.795 0.085 0.678
H -0.515 0.081 0.984
H 1.275 3.054 -0.134
N -2.696 -0.313 -0.268
N -1.542 -1.031 -0.459
S 0.927 -1.702 0.036
S 3.760 -1.003 -0.214

***

Entry 2:
126
Properties=species:S:1:pos:R:3 method="wB97M-V/def2-TZVPD" homo_lumo_gap_ev=5.0
C -3.004 -0.164 -4.457
C -2.238 -1.474 -4.289
C -2.297 -2.323 -5.559
C -2.731 -2.245 -3.065
C -4.032 -2.750 -3.062
C -4.502 -3.499 -1.985
C -3.656 -3.776 -0.910
C -2.349 -3.288 -0.892
C -1.410 -3.607 0.266
C -1.618 -5.014 0.834
C -1.521 -2.554 1.358
C -1.912 -2.460 -1.942
N -0.552 -1.960 -1.938
N 0.404 -2.715 -2.529
N 1.543 -1.998 -2.396
C 2.817 -2.512 -2.882
C 3.223 -2.219 -4.190
C 2.318 -1.446 -5.152
C 1.959 -2.290 -6.376
C 2.942 -0.113 -5.554
C 4.477 -2.654 -4.623
C 5.306 -3.384 -3.774
C 4.876 -3.702 -2.489
C 3.626 -3.277 -2.030
C 3.173 -3.664 -0.620
C 4.063 -3.033 0.444
C 3.096 -5.182 -0.450
C 1.315 -0.814 -1.741
C 2.392 0.127 -1.497
C -0.016 -0.766 -1.377
C -0.691 0.175 -0.609
H -2.908 0.448 -3.552
H -2.607 0.407 -5.304
H -4.071 -0.355 -4.634
H -1.187 -1.235 -4.090
H -1.701 -3.234 -5.435
H -3.330 -2.615 -5.790
H -1.894 -1.764 -6.413
H -4.680 -2.551 -3.920
H -5.525 -3.877 -1.988
H -4.017 -4.381 -0.075
H -0.394 -3.568 -0.151
H -1.591 -5.765 0.036
H -0.820 -5.248 1.549
H -2.580 -5.090 1.358
H -1.329 -1.554 0.953
H -2.532 -2.566 1.788
H -0.797 -2.754 2.156
H 1.392 -1.241 -4.602
H 1.473 -3.222 -6.064
H 1.268 -1.742 -7.026
H 2.858 -2.544 -6.953
H 3.167 0.496 -4.669
H 3.875 -0.272 -6.110
H 2.249 0.450 -6.191
H 4.802 -2.408 -5.637
H 6.288 -3.712 -4.118
H 5.515 -4.282 -1.819
H 2.160 -3.260 -0.503
H 4.102 -1.942 0.328
H 3.677 -3.252 1.447
H 5.090 -3.419 0.375
H 2.414 -5.613 -1.192
H 4.086 -5.640 -0.579
H 2.721 -5.432 0.549
H 1.967 0.985 -0.967
H 3.183 -0.304 -0.863
H 2.856 0.480 -2.432
H -0.198 1.117 -0.475
H -1.758 0.034 -0.488
C 3.301 -3.084 7.194
O 4.041 -2.820 5.981
C 3.582 -1.844 5.155
C 4.355 -1.568 3.998
C 3.925 -0.626 3.092
C 2.686 0.062 3.253
C 2.181 0.927 2.228
C 0.887 1.436 2.199
C 0.366 2.337 1.253
C -0.614 3.325 1.606
C -0.904 4.422 0.735
C -1.905 5.328 0.972
C -2.296 6.433 -0.041
C -3.702 6.149 -0.591
C -1.324 6.486 -1.219
C -2.312 7.816 0.623
C -2.717 5.178 2.193
O -3.729 5.899 2.386
C -2.319 4.165 3.181
C -3.159 4.024 4.480
C -3.200 5.346 5.256
C -2.594 2.948 5.407
C -4.599 3.631 4.117
C -1.270 3.329 2.879
C 1.970 -0.174 4.458
C 2.389 -1.112 5.388
H 3.865 -3.880 7.679
H 3.266 -2.193 7.837
H 2.278 -3.421 6.970
H 5.273 -2.138 3.857
H 4.543 -0.405 2.221
H 2.882 1.218 1.441
H 0.213 1.130 3.001
H 0.926 2.516 0.329
H -0.267 4.544 -0.146
H -4.426 6.166 0.231
H -3.978 6.911 -1.332
H -3.724 5.162 -1.068
H -0.309 6.723 -0.880
H -1.313 5.535 -1.763
H -1.637 7.270 -1.921
H -1.321 8.058 1.022
H -2.591 8.578 -0.116
H -3.041 7.830 1.438
H -3.655 6.128 4.642
H -3.793 5.223 6.171
H -2.186 5.654 5.535
H -2.585 1.969 4.914
H -1.579 3.203 5.735
H -3.224 2.864 6.303
H -4.597 2.691 3.553
H -5.196 3.499 5.028
H -5.050 4.415 3.502
H -0.906 2.653 3.655
H 1.070 0.399 4.672
H 1.800 -1.305 6.290

***

Entry 3:
80
Properties=species:S:1:pos:R:3 method="wB97M-V/def2-TZVPD" homo_lumo_gap_ev=6.3 charge=+2
Ir 0.013 -0.413 -0.301
C -1.981 -0.568 -0.825
Si -2.747 -1.560 0.556
C -1.309 -2.579 1.204
N -0.056 -1.756 1.305
C 1.174 -2.582 1.174
C 1.429 -3.451 2.403
C 1.250 -2.648 3.709
C 1.159 -1.148 3.426
C -0.038 -0.874 2.524
C -3.998 -2.707 -0.203
C -3.587 -3.761 -1.027
C -4.518 -4.561 -1.671
C -5.874 -4.304 -1.515
C -6.297 -3.259 -0.709
C -5.365 -2.458 -0.060
C -3.504 -0.482 1.860
C -3.560 0.909 1.732
C -4.200 1.689 2.688
C -4.797 1.086 3.784
C -4.739 -0.295 3.936
C -4.104 -1.071 2.980
H -2.462 0.406 -0.966
H -2.081 -1.119 -1.763
H -1.117 -3.402 0.514
H -1.557 -3.019 2.175
H 2.018 -1.915 1.019
H 1.072 -3.199 0.288
H 2.449 -3.828 2.315
H 0.765 -4.316 2.393
H 2.080 -2.842 4.386
H 0.339 -2.961 4.223
H 2.086 -0.782 2.977
H 1.010 -0.592 4.351
H -0.054 0.179 2.215
H -0.957 -1.047 3.085
H -2.529 -3.963 -1.179
H -4.185 -5.376 -2.300
H -6.601 -4.915 -2.034
H -7.354 -3.061 -0.585
H -5.709 -1.642 0.565
H -3.104 1.402 0.880
H -4.241 2.764 2.569
H -5.319 1.689 4.515
H -5.202 -0.766 4.794
H -4.087 -2.151 3.101
Cl 2.203 0.816 0.297
C 3.379 -0.358 -0.265
C 4.622 -0.407 0.321
C 5.519 -1.383 -0.110
C 5.151 -2.286 -1.095
C 3.895 -2.207 -1.685
C 2.995 -1.221 -1.292
P 1.329 -1.088 -2.002
C 1.266 0.464 -2.884
C 2.402 1.223 -3.174
C 2.252 2.484 -3.720
C 0.982 3.000 -3.973
C -0.149 2.248 -3.697
C -0.013 0.980 -3.146
C 1.128 -2.457 -3.120
C 1.149 -2.252 -4.499
C 0.998 -3.337 -5.348
C 0.809 -4.611 -4.832
C 0.760 -4.813 -3.455
C 0.911 -3.738 -2.600
H 4.893 0.292 1.101
H 6.501 -1.436 0.340
H 5.841 -3.058 -1.408
H 3.612 -2.913 -2.456
H 3.393 0.833 -2.976
H 3.127 3.080 -3.940
H 0.882 3.996 -4.383
H -1.135 2.648 -3.895
H -0.894 0.384 -2.931
H 1.295 -1.259 -4.906
H 1.024 -3.187 -6.419
H 0.694 -5.452 -5.502
H 0.598 -5.806 -3.057
H 0.871 -3.890 -1.529

***

Entry 4:
29
Properties=species:S:1:pos:R:3 method="wB97M-V/def2-TZVPD" homo_lumo_gap_ev=9.1 smiles="CN1C(O)=NC(=O)[C@]12CCOc1ccc(F)cc12"
O 2.267 -1.393 1.036
F -3.217 -2.504 -0.564
N 1.048 -0.515 2.675
O -0.356 0.783 3.841
O 1.390 -0.052 -2.411
C 1.418 -0.604 1.376
C 0.153 0.426 2.693
C -1.624 -2.163 -2.351
C -0.439 -1.511 -2.767
C -1.355 -1.198 -0.129
C -2.069 -1.984 -1.047
C 0.312 -0.725 -1.881
C -0.172 -0.560 -0.563
N -0.130 1.024 1.484
C -1.258 1.929 1.329
C 2.196 0.715 -1.502
C 1.389 1.398 -0.379
C 0.593 0.296 0.419
H 0.090 0.198 4.513
H -2.165 -2.814 -3.012
H -0.105 -1.680 -3.787
H -1.750 -1.070 0.883
H -2.170 1.484 1.707
H -1.059 2.879 1.840
H -1.351 2.132 0.271
H 2.754 1.474 -2.055
H 2.908 0.003 -1.036
H 0.687 2.055 -0.844
H 2.014 1.977 0.260

***

Entry 5:
16
Properties=species:S:1:pos:R:3 method="wB97M-V/def2-TZVPD" homo_lumo_gap_ev=9.9
C -1.645 -1.128 0.167
C -0.508 -0.315 -0.436
C -0.700 1.260 -0.504
C 0.569 1.459 0.404
C 0.785 -0.048 0.241
N 1.630 -0.969 -0.025
O 2.870 -0.925 0.555
H -2.366 -1.334 -0.635
H -2.188 -0.646 0.987
H -1.256 -2.093 0.510
H -0.012 -1.027 -1.147
H -0.640 1.732 -1.487
H -1.621 1.623 -0.019
H 0.336 1.796 1.419
H 1.359 2.107 0.002
H 3.386 -1.492 -0.032

***

Entry 6:
15
Properties=species:S:1:pos:R:3 method="wB97M-V/def2-TZVPD" homo_lumo_gap_ev="8.2 / 8.2"
C 2.133 -0.890 2.323
C 0.188 1.631 -0.828
C -1.661 -0.101 -1.158
N 1.332 -1.705 2.144
N 0.300 -2.264 1.698
N -0.353 -1.495 0.709
N 0.255 -0.359 0.418
N -0.486 0.364 -0.486
H 3.177 -0.685 2.024
H 0.027 1.928 -1.935
H -0.416 2.377 -0.318
H 1.182 1.730 -0.552
H -2.275 0.750 -1.482
H -1.333 -0.550 -2.125
H -2.068 -0.729 -0.431

***

Entry 7:
21
Properties=species:S:1:pos:R:3 method="wB97M-V/def2-TZVPD" homo_lumo_gap_ev=10.0 smiles=CCNOC.CN
C -1.156 0.290 0.473
C 2.647 -0.527 1.436
C -1.866 1.615 0.737
N 1.631 -1.535 1.183
H 2.078 -2.428 0.992
H -0.653 -0.079 1.376
H -1.881 -0.467 0.163
H 3.262 -0.846 2.281
H 2.151 0.404 1.714
H 3.309 -0.322 0.583
H -2.702 1.476 1.416
H -1.182 2.329 1.171
H -2.242 2.026 -0.193
C -0.977 -0.490 -2.575
N -0.132 0.357 -0.562
O -0.716 0.679 -1.836
H 1.093 -1.279 0.359
H 0.490 1.142 -0.379
H -1.471 -0.145 -3.484
H -1.642 -1.182 -2.028
H -0.045 -1.018 -2.829

***

Entry 8:
11
Properties=species:S:1:pos:R:3 method="wB97M-V/def2-TZVPD" homo_lumo_gap_ev=11.9 charge=+1
N -0.827 -1.204 0.574
H 0.074 -1.753 0.706
H -1.732 -1.904 0.407
H -0.689 -0.476 -0.185
H -1.047 -0.814 1.494
C 0.979 1.047 -0.141
O -0.048 0.466 -1.141
H 1.930 0.976 -0.787
H 1.071 0.375 0.671
H 0.448 2.029 0.108
H -0.160 1.257 -1.707